C4H7N3 | wB97M-V/def2-TZVPD

XYZ file:
```
14
Properties=species:S:1:pos:R:3:forces:R:3
C 0.76552 -1.05497 -0.06339 -2.0331 1.5661 -0.0947
C -0.57198 -0.94457 -0.21724 1.3068 0.6401 1.3612
C 0.94204 1.40491 0.02089 -0.0006 -0.9060 0.3662
C 1.58504 -0.00539 0.45601 -2.4484 1.7198 2.5938
N -0.24359 1.72982 -0.19683 0.2796 -1.9268 0.4703
N -1.27433 0.08306 0.32829 3.8277 1.9265 0.9146
N -2.52121 0.23089 0.14684 -4.9089 1.2634 -1.8336
H 1.25829 -1.87343 -0.37600 1.2491 -2.9162 -1.4156
H -1.11923 -1.76405 -0.51642 -1.2794 -1.6508 -1.1217
H 1.80735 2.02590 -0.15870 -0.1214 1.0221 -0.1737
H 1.55972 -0.12488 1.62852 0.3164 0.8847 -2.0306
H 2.55556 0.04897 0.05966 1.5316 -0.4336 -0.1070
H -3.00533 0.10771 -0.82945 1.4580 0.3903 2.0596
H -2.94255 1.03524 0.69390 0.8225 -1.5795 -0.9889
```
Positions in Å, forces in eV/Å.

Output
Total energy: -8726.9742 eV
LUMO level (spin up / spin down): 0.66 / 0.66 eV

C3H8BrFN3 | wB97M-V/def2-TZVPD

XYZ file:
```
16
Properties=species:S:1:pos:R:3:forces:R:3
C -0.38555 0.11975 0.35987 1.7667 -1.1915 -0.5039
C 2.23953 -0.00435 0.59233 -2.2844 1.0255 -0.1748
C -0.81750 1.50289 0.54470 2.9205 0.4101 -2.1786
N 1.15578 0.20667 -0.12484 2.8360 0.5962 -1.9281
N -1.10963 -0.56973 -0.56269 -1.2890 0.8961 -1.1242
N -0.90923 -1.92435 -0.75838 0.1374 -1.1091 -1.5172
F -0.89062 2.06717 -0.70713 0.0532 0.3963 -1.1198
Br 3.98803 -0.46121 0.02934 -1.5727 0.6265 0.3248
H -0.13220 -0.45663 1.21711 -0.6809 -0.2999 1.2491
H 2.00480 0.21871 1.67862 0.9354 -1.1474 -0.9241
H -0.11655 2.10221 1.05724 0.5247 0.4370 1.2394
H -1.74192 1.49392 0.86967 -4.5912 0.3135 2.4298
H 1.20492 0.45214 -1.16364 0.2502 -1.1254 1.5630
H -1.85685 -0.14160 -1.12328 0.8049 0.1904 0.6914
H -1.51941 -2.42529 -0.12985 -0.2699 -0.4740 -0.2455
H -1.11360 -2.18031 -1.77908 0.4593 0.4557 2.2187
```
Positions in Å, forces in eV/Å.

Output
Total energy: -80461.3975 eV
SMILES: NN[C@H](CF)/[NH+]=C/Br
Total charge: +1
LUMO level: -4.95 eV

C5H12N2 | wB97M-V/def2-TZVPD

XYZ file:
```
19
Properties=species:S:1:pos:R:3:forces:R:3
C 0.96745 0.16957 1.72755 0.2775 0.5631 -2.3411
C 0.57364 1.03270 0.47469 -0.3583 -0.1016 0.1748
C -0.71380 0.60655 -0.20649 0.7340 -0.8880 0.3590
C -1.85177 1.25608 -0.45979 0.2094 -0.6594 0.4400
C -0.34020 -0.84147 -2.17186 -0.7750 -0.3244 0.1651
N -0.56665 -0.71105 -0.72919 -0.7494 -0.1058 -2.1213
N 1.50825 -1.17457 1.34340 -0.4117 0.5107 0.9763
H 0.03124 0.00633 2.24034 0.1905 0.1030 0.8869
H 1.74449 0.76898 2.19060 -0.2877 -0.0409 0.9624
H 1.30469 0.78632 -0.29309 0.3508 0.1642 -0.1414
H 0.65886 2.12960 0.61729 -0.2858 -0.6630 0.4022
H -2.31716 1.92637 0.23811 0.4241 1.1458 -0.3984
H -2.46494 0.79115 -1.21400 -0.5623 -0.1770 0.2359
H -0.18192 -1.91041 -2.34067 0.3236 0.2327 -0.3039
H -1.21236 -0.57524 -2.79385 0.0365 0.0011 0.4559
H 0.47593 -0.22445 -2.55850 0.3541 -0.1481 0.0814
H -0.04228 -1.41484 -0.24086 0.5248 0.7337 0.5630
H 2.51419 -1.12383 1.19281 -0.2042 0.1308 -0.0951
H 1.40202 -1.68365 2.21794 0.2092 -0.4768 -0.3016
```
Positions in Å, forces in eV/Å.

Output
Total energy: -8357.8883 eV
SMILES: C=C(CCN)NC
LUMO level: 0.98 eV

C5H9N2 | wB97M-V/def2-TZVPD

XYZ file:
```
16
Properties=species:S:1:pos:R:3:forces:R:3
C -2.90229 0.11687 0.67952 -0.8540 -0.5610 -0.1198
C -1.89487 0.07084 0.04668 2.0464 -0.0723 -1.4050
C 0.39579 1.34765 -0.12477 -1.1558 -2.5073 2.8245
C 1.39114 -0.60549 0.72237 2.7193 -1.4984 -5.2792
C -0.61594 0.06244 -0.72405 0.2244 3.2058 2.8379
N 1.63233 0.67906 0.15140 -1.6901 -0.6560 3.6162
N 0.26003 -1.10390 -0.32724 -1.1960 -1.4802 -3.2082
H -3.89636 -0.06510 1.01431 -0.0308 0.3368 0.4259
H 0.55821 2.17848 -0.69282 0.2097 1.7754 -2.4193
H 0.04715 1.82832 0.84358 -0.3907 -1.2307 -1.0205
H 2.27093 -1.40301 0.50286 -1.8888 2.1793 0.9254
H 0.97740 -0.73994 1.65658 -0.9454 0.3338 2.0340
H -0.72918 0.24592 -1.79735 0.0277 -0.6745 0.2809
H 2.24046 0.66016 -0.57736 2.2508 -0.1218 -2.3970
H 0.64639 -1.38304 -1.32828 -0.2269 0.2177 2.9515
H -0.38118 -1.88926 -0.04541 0.9001 0.7534 -0.0474
```
Positions in Å, forces in eV/Å.

Output
Total energy: -8300.8352 eV
SMILES: C#C[C@H]1CNC[NH2+]1
Total charge: +1
LUMO level: -3.65 eV